No. 1
# C2H3Cl2N2

2 unconnected molecules or ions with the total composition C2H3Cl2N2 at a distorted geometry (ωB97M-V with the def2-TZVPD basis set, the OMol25 dataset).

```
! RIJCOSX wB97M-V def2-TZVPD def2/J DEFGRID3
* xyz 1 1
C -2.758 0.551 -0.428
C -1.136 -1.136 -0.464
N -3.854 0.137 -0.165
N -0.134 -0.269 0.164
Cl -5.114 1.285 0.204
Cl -4.317 -1.582 -0.023
H -0.349 -0.386 1.250
H -0.329 0.790 0.099
H 0.778 -0.284 -0.237
*
```

Output
ΔE to the lowest compared entry with this formula, charge and spin ... 744.8 kJ/mol
E_HOMO (spin up / spin down) ... -0.49897 / -0.51407 hartree
LUMO energy (spin up / spin down) ... -5.41 / -6.83 eV
Orbital gap (spin up / spin down) ... 8.17 / 7.16 eV
E_tot ... -1107.2414 a.u.

Atomic partial charges in e from the Löwdin method, atoms 1 to 4: -0.074 0.168 -0.972 -0.002

***

No. 2
# C5H6O

C5H6O in the gas phase (ωB97M-V with the def2-TZVPD basis set, the OMol25 dataset).

```
! RIJCOSX wB97M-V def2-TZVPD def2/J DEFGRID3
* xyz 0 1
C 1.286 -0.395 -2.271
C 0.731 0.123 -1.020
C -0.015 0.447 -0.131
C -1.016 0.722 0.890
C -0.860 -0.068 2.173
O -1.905 1.525 0.696
H 1.882 -1.297 -2.096
H 0.421 -0.654 -2.871
H 1.895 0.325 -2.823
H -0.530 -1.090 1.968
H -0.084 0.421 2.769
H -1.804 -0.058 2.716
*
```

Output
ΔE to the lowest compared entry with this formula, charge and spin ... 147.9 kJ/mol
E_HOMO ... -0.36885 hartree
LUMO energy ... 0.59 eV
Orbital gap ... 10.63 eV
SMILES string ... CC#CC(C)=O
E_tot ... -269.2899 a.u.

Atomic partial charges in e from the Löwdin method, atoms 1 to 4: -0.092 -0.050 0.045 -0.471

***

No. 3
# C5H8O2

2 unconnected molecules or ions with the total composition C5H8O2 at a distorted geometry (ωB97M-V with the def2-TZVPD basis set, the OMol25 dataset).

```
! RIJCOSX wB97M-V def2-TZVPD def2/J DEFGRID3
* xyz 0 1
O 0.144 -0.797 -1.469
C -0.100 -0.864 -0.131
C 0.711 -1.445 0.756
C 2.504 1.065 0.182
O 2.587 0.739 -0.905
C -1.336 -0.094 0.233
C -1.047 1.413 0.230
H 1.027 -1.149 -1.647
H 0.467 -1.423 1.812
H 1.637 -1.936 0.465
H -0.114 1.617 0.767
H -1.677 -0.418 1.220
H -2.131 -0.329 -0.484
H -0.938 1.790 -0.791
H -1.848 1.971 0.723
*
```

Output
ΔE to the lowest compared entry with this formula, charge and spin ... 99.2 kJ/mol
E_HOMO ... -0.32814 hartree
LUMO energy ... 0.96 eV
Orbital gap ... 9.89 eV
E_tot ... -345.7672 a.u.

Atomic partial charges in e from the Löwdin method, atoms 1 to 4: 0.029 -0.465 0.021 0.026

***

No. 4
# C4H7NO2

A gas-phase ion, C4H7NO2 (charge -1) (ωB97M-V with the def2-TZVPD basis set, the OMol25 dataset).

```
! RIJCOSX wB97M-V def2-TZVPD def2/J DEFGRID3
* xyz -1 2
O 2.156 -1.018 1.561
C 1.552 0.094 1.855
C 0.658 0.780 0.808
C 0.074 -0.264 -0.141
C -0.835 0.242 -1.229
N -1.647 -0.734 -1.797
O -0.855 1.384 -1.648
H 1.395 0.431 2.895
H -0.169 1.313 1.299
H 1.269 1.513 0.268
H 0.897 -0.806 -0.624
H -0.352 -1.027 0.518
H -1.947 -1.475 -1.183
H -2.194 -0.434 -2.584
*
```

Output
⟨S²⟩ ... 0.75
ΔE to the lowest compared entry with this formula, charge and spin ... 37.4 kJ/mol
E_HOMO (spin up / spin down) ... 0.01257 / -0.10981 hartree
LUMO energy (spin up / spin down) ... 3.72 / 3.67 eV
Orbital gap (spin up / spin down) ... 3.38 / 6.66 eV
E_tot ... -361.8267 a.u.

Atomic partial charges in e from the Löwdin method, atoms 1 to 4: -0.283 -0.468 -0.256 -0.175

***

No. 5
# C5H9BO2S

A molecular structure, C5H9BO2S at a distorted geometry (ωB97M-V with the def2-TZVPD basis set, the OMol25 dataset).

```
! RIJCOSX wB97M-V def2-TZVPD def2/J DEFGRID3
* xyz 0 1
B -0.354 -1.180 0.657
C -0.615 1.483 0.524
C -1.609 1.974 -0.199
C -0.520 0.328 -1.694
C 0.139 0.281 0.192
C 1.622 0.488 -0.091
O -0.697 -1.465 1.911
O -0.444 -2.123 -0.278
S -2.057 1.079 -1.615
H -0.348 2.043 1.440
H -2.112 2.840 0.119
H 0.226 0.859 -2.250
H -0.600 -0.791 -2.064
H 1.640 1.389 -0.747
H 2.178 -0.328 -0.419
H 2.192 0.682 0.795
H -0.999 -2.379 2.040
H -0.719 -3.146 -0.190
*
```

Output
ΔE to the lowest compared entry with this formula, charge and spin ... 100.2 kJ/mol
E_HOMO ... -0.27791 hartree
LUMO energy ... 0.13 eV
Orbital gap ... 7.70 eV
E_tot ... -769.4440 a.u.

Atomic partial charges in e from the Löwdin method, atoms 1 to 4: -0.743 -0.195 -0.421 -0.425

***

No. 6
# C7H5N

C7H5N in the gas phase at a distorted geometry (ωB97M-V with the def2-TZVPD basis set, the OMol25 dataset).

```
! RIJCOSX wB97M-V def2-TZVPD def2/J DEFGRID3
* xyz 0 1
C 0.308 -2.193 1.103
C 0.275 -1.017 0.742
C 0.585 0.315 0.309
C 1.723 0.720 1.006
C -0.361 1.112 -0.388
C -1.280 0.823 -1.354
C -1.835 -0.509 -1.573
N -2.610 -1.371 -1.621
H 0.411 -3.282 1.637
H 2.305 1.755 0.987
H 2.312 -0.055 1.567
H -0.023 2.190 -0.348
H -1.809 1.512 -2.067
*
```

Output
ΔE to the lowest compared entry with this formula, charge and spin ... 302.4 kJ/mol
E_HOMO ... -0.33249 hartree
LUMO energy ... -0.70 eV
Orbital gap ... 8.35 eV
SMILES string ... C#CC(=C)/C=C\C#N
E_tot ... -324.3157 a.u.

Atomic partial charges in e from the Löwdin method, atoms 1 to 4: 0.102 -0.166 -0.341 0.085

***

No. 7
# C17H20N8

C17H20N8 in the gas phase at a distorted geometry (ωB97M-V with the def2-TZVPD basis set, the OMol25 dataset).

```
! RIJCOSX wB97M-V def2-TZVPD def2/J DEFGRID3
* xyz 0 1
C -5.192 0.798 -0.590
C -4.292 0.606 -1.819
N -2.973 0.107 -1.435
N -1.922 0.960 -1.317
C -1.019 0.167 -0.811
C 0.325 0.540 -0.519
C 1.431 0.841 -0.073
C 2.722 1.258 0.438
N 2.935 2.580 0.827
C 4.206 2.658 1.102
C 5.054 3.774 1.495
C 4.457 5.083 1.842
N 6.347 3.598 1.572
C 6.889 2.346 1.262
C 6.109 1.254 0.928
C 6.790 -0.080 0.733
N 4.743 1.427 0.936
N 3.828 0.537 0.490
N -1.401 -1.152 -0.557
C -2.648 -1.151 -0.895
N -3.410 -2.330 -0.716
C -2.958 -3.345 0.249
C -3.808 -4.586 -0.083
C -5.070 -3.960 -0.716
C -4.500 -2.829 -1.564
H -6.131 1.299 -0.869
H -5.413 -0.144 -0.142
H -4.675 1.417 0.149
H -4.224 1.573 -2.317
H -4.803 0.005 -2.574
H 5.194 5.879 1.854
H 4.021 5.063 2.835
H 3.618 5.294 1.136
H 7.957 2.265 1.233
H 6.412 -0.876 1.351
H 6.658 -0.416 -0.314
H 7.860 -0.059 1.005
H -1.891 -3.521 0.191
H -3.218 -2.996 1.252
H -3.264 -5.157 -0.845
H -3.962 -5.213 0.776
H -5.680 -4.655 -1.308
H -5.704 -3.514 0.093
H -4.095 -3.210 -2.504
H -5.303 -2.135 -1.781
*
```

Output
ΔE to the lowest compared entry with this formula, charge and spin ... 0.0 kJ/mol
E_HOMO ... -0.29853 hartree
LUMO energy ... 0.43 eV
Orbital gap ... 8.55 eV
SMILES string ... CCn1nc(C#Cc2nc3c(C)ncc(C)n3n2)nc1N1CCCC1
E_tot ... -1097.7737 a.u.

Atomic partial charges in e from the Löwdin method, atoms 1 to 4: -0.076 -0.190 -0.070 0.159

***

No. 8
# C4H3N2O

A gas-phase ion, C4H3N2O (charge +1) at a distorted geometry (ωB97M-V with the def2-TZVPD basis set, the OMol25 dataset).

```
! RIJCOSX wB97M-V def2-TZVPD def2/J DEFGRID3
* xyz 1 1
C -0.216 0.229 2.098
N 0.130 0.232 0.965
C 0.412 0.084 -0.363
C -0.572 -0.319 -1.302
C -1.835 -0.708 -0.904
N -2.965 -0.966 -0.879
O -4.110 -1.164 -0.743
H -0.688 0.408 3.159
H 1.406 0.181 -0.830
H -0.089 -0.584 -2.275
*
```

Output
ΔE to the lowest compared entry with this formula, charge and spin ... 92.3 kJ/mol
E_HOMO (spin up / spin down) ... -0.50963 / -0.50974 hartree
LUMO energy (spin up / spin down) ... -6.30 / -6.30 eV
Orbital gap (spin up / spin down) ... 7.57 / 7.57 eV
SMILES string ... C#[N+]/C=C\C#[N+][O-]
E_tot ... -338.5010 a.u.

Atomic partial charges in e from the Löwdin method, atoms 1 to 4: 0.331 0.106 -0.071 0.029

***

No. 9
# C6H13BIN4O

A gas-phase ion, C6H13BIN4O (charge +1) (ωB97M-V with the def2-TZVPD basis set, the OMol25 dataset).

```
! RIJCOSX wB97M-V def2-TZVPD def2/J DEFGRID3
* xyz 1 1
C -2.858 -1.144 0.004
C -1.761 -0.604 -0.962
B -0.460 -1.379 -0.657
O 0.018 -2.422 -1.378
C 0.388 -1.081 0.702
N 0.762 -2.108 1.496
N 1.402 -1.631 2.525
N 1.441 -0.343 2.389
N 0.813 0.039 1.275
C 0.713 1.461 0.892
C 1.683 1.843 -0.225
C 1.035 1.903 -1.612
I 1.715 0.348 -2.900
H -3.518 -1.830 -0.523
H -3.468 -0.325 0.379
H -2.450 -1.665 0.874
H -2.042 -0.790 -1.998
H -1.677 0.478 -0.838
H -0.057 -3.309 -1.004
H 1.883 0.277 3.058
H -0.325 1.636 0.616
H 0.927 2.035 1.794
H 2.080 2.831 0.010
H 2.529 1.157 -0.224
H 1.272 2.831 -2.121
H -0.045 1.792 -1.571
*
```

Output
E_HOMO ... -0.46669 hartree
LUMO energy ... -4.40 eV
Orbital gap ... 8.30 eV
SMILES string ... CCB(O)c1nn[nH][n+]1CCCI
E_tot ... -852.9698 a.u.

Atomic partial charges in e from the Löwdin method, atoms 1 to 4: -0.064 -0.141 -0.532 0.139

***

No. 10
# C4H11NO2

2 unconnected molecules or ions with the total composition C4H11NO2 at a distorted geometry (ωB97M-V with the def2-TZVPD basis set, the OMol25 dataset).

```
! RIJCOSX wB97M-V def2-TZVPD def2/J DEFGRID3
* xyz 0 1
C 1.421 -0.381 0.053
C 0.000 -0.914 -0.284
C -0.941 0.267 -0.784
N -0.594 -1.601 0.838
C -0.565 -1.039 2.111
O -0.523 0.176 2.349
H 1.299 0.448 0.747
H 1.715 -0.050 -1.018
H 1.968 -1.234 0.480
H -0.068 -1.814 -1.181
H -1.801 -0.038 -1.417
H -1.506 0.890 -0.002
H -0.362 0.981 -1.307
H -0.538 -2.617 0.851
H -0.685 -1.819 2.869
O 0.488 3.209 -1.645
H -0.208 3.239 -0.982
H 0.901 2.298 -1.678
*
```

Output
ΔE to the lowest compared entry with this formula, charge and spin ... 166.0 kJ/mol
E_HOMO ... -0.36349 hartree
LUMO energy ... 0.62 eV
Orbital gap ... 10.51 eV
SMILES string ... CC(C)NC=O.O
E_tot ... -364.2050 a.u.

Atomic partial charges in e from the Löwdin method, atoms 1 to 4: -0.063 -0.414 -0.067 0.001